DFT (wB97M-V/def2-TZVPD) results for C20H16Cl2N3O4RuS as an isolated structure.

Results
* HOMO level (alpha / beta): -6.74 / -8.08 eV
* orbital gap (alpha / beta): 6.908 / 6.449 eV

Geometry as ORCA input:
```
! RIJCOSX wB97M-V def2-TZVPD def2/J DEFGRID3
* xyz 0 6
H -1.2469 -5.9001 -2.9331
Cl 2.1386 -0.7452 -2.2854
C 3.4346 -1.9549 -2.0495
H -2.8460 -4.0046 -2.9593
N -2.4389 -1.6870 -1.6933
S -0.8714 -1.0715 2.3214
H 1.5278 -3.5726 -0.6385
C -4.9501 1.1936 -0.0790
Cl 3.8892 -2.1009 -0.3613
H -2.9847 2.0359 2.5467
C 3.4572 4.6588 1.9594
C 3.7414 3.4017 2.4458
C 1.4371 1.3180 0.2958
C -1.5656 -2.7388 -1.7852
H 0.9129 -5.6957 -1.7489
H -5.2265 2.5236 1.5878
C 2.1518 2.4595 0.8870
H 1.1548 3.8505 -0.3810
C 1.8832 3.7476 0.4116
O 1.6508 0.1299 0.7505
C -4.1046 0.3168 -0.7333
H -5.9339 1.3769 -0.4898
O 3.4086 1.0843 2.4262
H -0.7333 1.1829 2.0076
H 2.3115 5.8362 0.5656
N -1.9093 -0.7617 -0.8515
C -3.3022 1.5798 1.6172
C 0.2291 -4.8580 -1.7745
H 3.9694 5.5140 2.3806
O 0.5995 1.4644 -0.6274
H 4.4620 3.2507 3.2363
C 0.5744 -3.6621 -1.1497
H 2.8780 0.4139 1.9511
C -1.8926 -3.9230 -2.4562
C -4.5560 1.8392 1.0871
C -0.9931 -4.9729 -2.4363
O -2.1067 -1.8671 2.2953
C 2.5257 4.8451 0.9383
H 4.2782 -1.5983 -2.6297
C -2.8213 0.0862 -0.2303
H 3.0521 -2.9018 -2.4147
C -0.3196 -2.6047 -1.1510
Ru 0.0467 -0.7108 -0.5886
C 3.0931 2.2844 1.9155
C -2.4446 0.7095 0.9653
N -1.1510 0.4142 1.4936
H -4.4093 -0.1860 -1.6382
*
```

Atom charges from the Mulliken analysis, given in e for atoms 1 to 8: number 1, H, carries 0.3610; number 2, Cl, carries 0.0045; number 3, C, carries -0.4030; number 4, H, carries 0.4772; number 5, N, carries -0.9456; number 6, S, carries 0.4084; number 7, H, carries 0.6922; number 8, C, carries -0.5365